Entry from OMol25: 16 unconnected molecules or ions with the total composition C64H176N16O16 in a non-equilibrium geometry (ωB97M-V/def2-TZVPD).

spin multiplicity: 1
LUMO energy: 0.31 eV
relative energy (zero: lowest compared OMol25 entry of this formula, charge and spin): 625.5 kJ/mol
Kohn-Sham gap: 8.9476 eV

Structure (XYZ):
```
272
Properties=species:S:1:pos:R:3:forces:R:3
C -18.014 -22.358 -19.958 0.22 0.13 -0.18
C -17.858 -22.269 -18.428 -0.84 -1.23 -0.59
C -19.131 -21.643 -17.744 1.78 -0.23 0.44
O -19.305 -20.338 -18.288 -0.02 -0.71 -0.61
C -20.325 -19.570 -17.753 -1.30 -0.03 0.54
N -17.586 -23.681 -18.028 -1.10 1.00 0.64
H -18.815 -23.028 -20.269 -0.56 0.13 0.61
H -17.178 -22.910 -20.387 0.53 0.41 0.05
H -18.148 -21.425 -20.505 0.11 0.00 0.21
H -16.997 -21.707 -18.067 0.07 0.77 -0.56
H -18.889 -21.493 -16.691 0.10 -0.11 0.46
H -19.973 -22.335 -17.728 -0.45 0.22 -0.76
H -20.295 -19.452 -16.670 0.72 0.28 0.35
H -21.315 -20.011 -17.861 -0.21 -0.43 -0.53
H -20.390 -18.596 -18.239 0.46 -0.01 0.01
H -16.761 -24.010 -18.509 -0.03 0.10 -0.39
H -17.297 -23.664 -17.060 -0.19 -0.36 0.42
C -16.646 -8.739 -19.495 -0.14 -1.87 0.24
C -17.148 -10.246 -19.829 1.79 1.28 0.40
C -18.250 -10.774 -18.869 0.01 1.06 -0.72
O -17.685 -11.005 -17.586 -0.17 -1.02 0.17
C -18.572 -11.436 -16.534 0.12 1.65 0.14
N -17.401 -10.388 -21.245 -2.16 0.03 -0.81
H -17.455 -8.010 -19.536 -0.25 -0.28 0.13
H -15.857 -8.332 -20.128 -0.03 -0.53 -0.49
H -16.188 -8.755 -18.506 -0.32 0.10 0.23
H -16.393 -11.027 -19.739 1.04 0.51 1.43
H -18.641 -11.647 -19.393 -0.14 -0.64 0.44
H -19.071 -10.063 -18.777 -0.22 0.23 -0.05
H -18.000 -11.732 -15.654 0.45 -0.90 -0.55
H -19.397 -12.100 -16.791 0.45 -0.44 -0.36
H -19.041 -10.567 -16.072 -0.48 0.54 -0.45
H -17.491 -11.376 -21.434 -0.37 -0.29 -0.20
H -16.652 -10.117 -21.866 0.40 0.36 0.51
C -19.185 -21.365 -10.374 0.54 -0.26 -1.14
C -20.635 -20.976 -10.723 0.42 -0.87 -1.29
C -21.446 -21.951 -11.696 0.44 0.32 0.66
O -20.770 -22.442 -12.854 0.55 1.24 -0.30
C -20.522 -21.424 -13.908 -0.97 -1.48 0.87
N -21.331 -20.688 -9.507 -1.00 0.10 1.42
H -18.944 -21.961 -9.494 -0.86 -0.06 0.32
H -18.671 -20.411 -10.251 0.36 -0.11 0.03
H -18.699 -21.925 -11.174 0.08 0.31 -0.36
H -20.525 -20.018 -11.232 -0.13 0.06 -0.40
H -22.412 -21.572 -12.031 0.02 0.95 0.10
H -21.784 -22.781 -11.075 0.56 -0.63 -0.14
H -20.573 -21.966 -14.852 0.35 -0.17 0.07
H -19.557 -20.927 -13.802 -0.05 0.03 0.23
H -21.370 -20.741 -13.959 0.10 0.38 0.32
H -20.634 -20.632 -8.778 0.22 0.65 0.12
H -21.851 -21.465 -9.126 -0.54 -0.44 -0.55
C -15.533 -13.150 -14.271 0.73 1.97 -1.52
C -15.189 -13.472 -15.784 -1.27 2.00 2.28
C -13.791 -13.031 -16.265 0.52 -0.92 0.88
O -13.355 -11.668 -16.243 0.72 -2.48 1.57
C -14.197 -10.845 -16.897 -0.60 1.70 -1.44
N -15.453 -14.876 -15.859 0.84 -0.39 -1.23
H -16.585 -13.319 -14.041 0.08 -0.72 0.01
H -15.477 -12.065 -14.180 0.30 0.26 0.30
H -14.820 -13.566 -13.558 -0.22 -0.32 -0.10
H -15.940 -12.975 -16.399 -0.10 0.62 -0.05
H -13.652 -13.414 -17.276 -0.02 -0.14 -0.37
H -13.113 -13.565 -15.599 0.40 -0.02 -0.15
H -14.420 -11.224 -17.894 -0.71 -0.36 -0.20
H -13.639 -9.942 -17.146 -0.13 0.40 0.46
H -15.087 -10.633 -16.304 -0.31 0.19 -0.35
H -16.361 -14.993 -15.433 -0.17 -0.51 -0.03
H -15.576 -15.009 -16.852 -0.29 -1.03 -0.37
C -16.150 -15.473 -23.816 1.11 -0.55 0.75
C -17.225 -14.626 -24.345 -1.64 -0.35 0.39
C -17.527 -13.344 -23.533 -0.24 0.12 -0.65
O -18.047 -13.450 -22.198 -0.55 -0.97 -0.42
C -19.262 -14.277 -22.030 1.43 -0.02 -0.23
N -16.923 -14.307 -25.712 -0.08 1.71 -0.99
H -15.192 -15.132 -24.209 0.12 0.13 0.05
H -16.276 -16.498 -24.162 0.09 -0.11 0.30
H -16.110 -15.406 -22.729 0.00 -0.44 0.13
H -18.142 -15.212 -24.404 -0.44 -0.19 0.75
H -18.199 -12.722 -24.123 -0.61 -0.08 -0.18
H -16.630 -12.725 -23.553 0.29 -0.12 0.82
H -19.980 -14.169 -22.843 -0.03 0.48 0.05
H -19.702 -14.083 -21.052 0.08 0.57 -0.27
H -18.993 -15.333 -21.999 0.29 -0.18 -0.16
H -17.127 -15.054 -26.360 0.23 -0.51 0.23
H -17.630 -13.629 -25.956 0.02 0.52 -0.54
C -21.196 -9.600 -22.539 0.02 -0.69 0.47
C -21.904 -10.964 -22.338 1.24 -0.57 0.47
C -21.769 -11.460 -20.848 -0.07 0.42 -1.01
O -22.016 -12.850 -20.817 -0.35 -0.84 1.37
C -21.970 -13.397 -19.484 0.26 -0.13 0.14
N -23.256 -11.011 -22.867 0.17 0.46 0.82
H -20.154 -9.699 -22.236 0.22 -0.09 -0.33
H -21.563 -8.822 -21.870 -0.51 -0.06 0.10
H -21.279 -9.208 -23.553 0.01 -0.29 -0.01
H -21.455 -11.805 -22.866 1.02 0.44 -0.35
H -22.492 -10.915 -20.241 -0.17 0.11 0.35
H -20.764 -11.309 -20.453 0.17 0.43 -0.07
H -21.111 -13.128 -18.869 0.72 0.56 -0.54
H -21.910 -14.485 -19.491 -0.30 -0.01 -0.62
H -22.774 -13.127 -18.798 -0.71 0.26 -0.57
H -23.769 -10.632 -22.084 -1.12 0.08 -0.21
H -23.463 -11.998 -22.916 -0.57 -0.10 0.02
C -16.040 -19.527 -24.648 -1.18 0.13 0.61
C -16.705 -19.236 -23.301 1.97 -0.14 1.74
C -18.164 -18.825 -23.326 -0.69 0.12 -0.19
O -18.772 -18.550 -22.023 0.12 -0.76 -1.48
C -20.214 -18.383 -22.015 1.17 0.35 -0.15
N -16.437 -20.341 -22.356 -1.38 -0.65 -0.40
H -16.488 -20.422 -25.080 0.15 -0.01 -0.23
H -14.981 -19.683 -24.443 -0.02 0.03 -0.31
H -16.206 -18.655 -25.280 0.28 -0.14 -0.36
H -16.073 -18.460 -22.869 -0.43 1.15 -0.21
H -18.713 -19.568 -23.906 -0.37 -0.54 0.50
H -18.272 -17.951 -23.968 0.16 0.56 0.11
H -20.820 -19.203 -22.400 0.47 -0.65 0.27
H -20.509 -17.553 -22.657 0.14 0.49 0.17
H -20.398 -18.180 -20.961 -0.47 0.00 -0.22
H -16.749 -20.019 -21.451 0.08 -0.22 0.23
H -15.457 -20.540 -22.212 0.14 0.25 -0.48
C -9.731 -11.439 -17.443 1.56 0.18 -0.97
C -9.910 -11.962 -18.886 -1.85 0.69 1.29
C -10.027 -13.503 -18.919 1.06 0.59 -0.86
O -8.732 -14.060 -18.764 0.62 -0.39 0.63
C -8.713 -15.444 -18.395 -1.05 1.17 0.71
N -11.177 -11.335 -19.307 0.62 0.20 0.20
H -10.496 -11.712 -16.717 0.20 -0.39 -0.06
H -9.655 -10.352 -17.474 -0.43 0.12 -0.13
H -8.696 -11.714 -17.239 -0.17 -0.50 1.09
H -9.072 -11.503 -19.411 0.02 -0.68 -0.57
H -10.417 -13.835 -19.882 -0.23 0.07 -0.34
H -10.764 -13.829 -18.185 0.13 -0.08 0.52
H -9.154 -16.018 -19.211 0.37 -0.51 0.05
H -9.330 -15.540 -17.502 -0.52 -0.23 -0.04
H -7.754 -15.773 -17.994 0.38 0.23 -0.97
H -11.542 -11.631 -20.201 0.01 -0.29 0.32
H -11.819 -11.531 -18.553 -0.53 0.11 -0.17
C -16.544 -18.124 -17.421 0.90 1.53 0.32
C -17.051 -17.810 -18.813 -1.11 -0.59 0.62
C -16.307 -16.685 -19.518 -0.27 -0.13 0.21
O -16.435 -15.402 -18.878 -0.19 -0.39 -0.45
C -15.946 -14.378 -19.734 0.39 0.01 -0.11
N -17.077 -19.045 -19.602 0.94 0.23 -0.20
H -17.164 -18.698 -16.733 -0.18 -0.33 -0.49
H -16.412 -17.159 -16.931 -0.18 0.19 0.33
H -15.515 -18.483 -17.438 -0.23 -0.65 -0.16
H -18.103 -17.532 -18.751 -0.21 0.77 0.39
H -16.765 -16.629 -20.506 0.22 0.12 -0.40
H -15.254 -16.958 -19.592 0.24 0.05 -0.15
H -16.111 -13.396 -19.290 -0.09 -0.12 0.29
H -16.375 -14.357 -20.736 -0.60 -0.24 0.08
H -14.879 -14.503 -19.921 0.45 -0.03 0.28
H -17.538 -19.718 -19.006 0.06 -0.19 -0.01
H -17.721 -18.922 -20.370 -0.22 0.17 -0.19
C -17.104 -27.031 -19.790 -0.56 0.11 -1.21
C -15.691 -27.033 -19.245 -0.82 1.22 0.87
C -14.764 -25.926 -19.732 -0.45 1.34 -1.53
O -15.217 -24.598 -19.303 -0.19 -1.29 -0.14
C -14.320 -23.542 -19.539 0.38 -0.26 -0.08
N -15.822 -26.871 -17.801 0.56 -0.68 1.01
H -17.149 -27.177 -20.869 0.39 -0.07 -0.23
H -17.658 -26.103 -19.649 0.16 0.09 0.51
H -17.683 -27.866 -19.395 0.11 0.13 0.37
H -15.288 -28.017 -19.484 0.48 0.10 0.14
H -14.777 -25.851 -20.819 0.09 -0.32 -0.35
H -13.721 -26.106 -19.469 0.09 0.06 0.54
H -13.982 -23.455 -20.572 0.24 -0.59 -0.28
H -13.482 -23.705 -18.861 0.41 0.51 -0.12
H -14.778 -22.563 -19.398 -0.42 -0.23 0.65
H -16.354 -26.057 -17.527 -0.58 0.14 -0.55
H -14.914 -26.637 -17.427 0.39 -0.32 0.23
C -19.592 -16.122 -15.769 1.08 -0.70 1.04
C -19.719 -16.775 -14.336 0.18 -0.04 -0.82
C -18.516 -16.637 -13.373 -0.42 1.79 -1.07
O -17.312 -16.782 -14.030 3.06 -0.90 -0.02
C -16.153 -16.588 -13.131 -0.96 0.30 -0.24
N -20.854 -16.129 -13.722 -0.61 -0.08 0.31
H -18.650 -16.395 -16.245 0.05 -0.18 -0.04
H -19.564 -15.036 -15.684 -0.22 0.11 0.12
H -20.403 -16.423 -16.432 -0.12 0.02 0.31
H -19.936 -17.840 -14.413 -0.12 -0.11 -0.36
H -18.631 -17.227 -12.464 -0.02 -0.34 0.05
H -18.527 -15.578 -13.116 -0.32 0.40 0.81
H -16.169 -15.575 -12.727 -0.58 0.06 0.45
H -15.159 -16.577 -13.577 -0.49 -0.65 -0.91
H -16.176 -17.342 -12.344 -0.07 0.14 0.13
H -20.529 -15.227 -13.404 -0.27 0.34 0.10
H -21.154 -16.630 -12.898 -0.13 -0.07 0.19
C -13.593 -20.126 -20.603 -0.08 0.77 0.32
C -12.904 -19.163 -21.593 0.24 -0.82 0.94
C -12.922 -17.675 -21.263 -0.83 -0.02 -0.20
O -12.303 -16.956 -22.313 0.43 0.51 0.06
C -12.192 -15.525 -22.021 0.24 -2.27 -0.82
N -11.507 -19.635 -21.702 -0.70 0.84 -0.35
H -13.723 -21.106 -21.060 -0.14 0.03 -0.21
H -14.549 -19.748 -20.239 -0.28 -0.08 -0.17
H -12.996 -20.320 -19.712 0.35 0.29 -0.06
H -13.447 -19.233 -22.535 -0.02 -0.06 -0.40
H -12.522 -17.432 -20.279 0.45 -0.07 0.17
H -13.960 -17.342 -21.273 -0.42 -0.13 0.33
H -11.330 -15.443 -21.359 -0.35 0.62 0.37
H -13.160 -15.189 -21.650 0.24 0.38 0.27
H -11.949 -15.091 -22.991 -0.13 0.21 0.20
H -11.105 -18.922 -22.293 0.76 -0.08 -0.28
H -11.537 -20.485 -22.247 0.28 -0.24 -0.08
C -13.391 -9.797 -21.619 0.67 -0.74 0.61
C -13.538 -10.842 -22.760 -0.29 0.56 0.82
C -13.361 -12.345 -22.245 0.07 2.47 0.80
O -12.039 -12.508 -21.662 -2.51 -1.55 -1.40
C -11.035 -12.530 -22.642 1.21 1.37 0.73
N -14.873 -10.678 -23.322 -0.70 -0.56 -0.53
H -13.982 -10.007 -20.727 -0.37 -0.39 -0.11
H -13.602 -8.752 -21.845 -0.13 -0.14 -0.71
H -12.368 -9.810 -21.243 0.16 0.01 -0.07
H -12.768 -10.563 -23.479 0.23 -0.43 -0.24
H -13.692 -13.068 -22.991 0.77 -0.20 -0.40
H -14.081 -12.466 -21.436 0.10 0.06 0.29
H -11.265 -12.988 -23.604 -0.24 -0.10 0.17
H -10.150 -12.959 -22.172 -0.04 -0.49 -0.21
H -10.770 -11.477 -22.738 0.30 0.12 -0.92
H -15.017 -11.230 -24.156 0.17 -0.66 -0.05
H -15.072 -9.762 -23.700 0.42 0.57 0.49
C -11.761 -16.681 -17.038 0.95 0.45 -0.84
C -12.992 -17.459 -16.765 0.43 -1.50 1.69
C -12.638 -18.951 -16.645 -0.20 0.75 -0.70
O -13.791 -19.703 -16.347 -0.48 -0.43 -0.16
C -13.694 -21.098 -16.623 0.42 0.65 -0.04
N -13.419 -16.994 -15.474 -0.86 -0.39 0.88
H -11.206 -17.057 -17.898 -0.26 0.52 -0.59
H -11.006 -16.722 -16.252 -0.42 -0.37 0.52
H -12.047 -15.630 -17.065 0.28 0.16 -0.65
H -13.799 -17.418 -17.496 0.21 0.44 -0.60
H -11.865 -19.111 -15.893 0.19 0.00 0.07
H -12.264 -19.148 -17.650 0.26 -0.81 -0.15
H -13.483 -21.299 -17.673 -0.04 0.20 -0.26
H -14.642 -21.577 -16.376 0.13 0.14 0.15
H -12.858 -21.519 -16.064 -0.06 -0.28 0.30
H -14.189 -17.595 -15.215 -0.24 -0.31 0.41
H -13.890 -16.105 -15.561 -0.03 0.43 -0.06
C -16.280 -24.164 -12.863 0.51 1.04 -0.23
C -16.984 -23.532 -14.125 -0.82 -1.05 2.44
C -16.567 -22.054 -14.315 1.45 -0.89 0.02
O -16.867 -21.253 -13.177 -0.53 -0.35 -0.72
C -16.526 -19.868 -13.295 -1.16 -0.42 0.61
N -16.829 -24.468 -15.235 0.58 0.11 -0.59
H -15.221 -24.140 -13.118 0.33 -0.06 0.09
H -16.485 -25.198 -12.585 -0.57 -0.04 -0.57
H -16.363 -23.596 -11.936 -0.24 0.31 -0.15
H -18.060 -23.540 -13.956 -0.18 0.27 0.23
H -16.926 -21.695 -15.280 -0.55 0.42 0.05
H -15.480 -22.051 -14.397 0.42 -0.02 -0.25
H -17.133 -19.399 -12.521 0.15 0.07 0.29
H -16.917 -19.410 -14.203 0.52 -0.15 -0.44
H -15.481 -19.655 -13.073 0.16 -0.14 -0.44
H -15.920 -24.909 -15.246 0.81 0.58 -0.01
H -17.360 -25.305 -15.039 -0.85 0.19 0.04
C -17.761 -21.738 -27.389 -0.56 1.18 -1.37
C -18.190 -22.607 -26.255 1.02 0.13 0.84
C -19.453 -22.081 -25.616 -0.12 -1.68 1.12
O -19.926 -22.911 -24.485 -0.17 0.39 -0.89
C -19.087 -23.033 -23.321 -0.14 0.53 -1.22
N -18.335 -23.949 -26.789 -0.39 -0.27 0.19
H -17.650 -20.663 -27.249 0.32 0.00 0.89
H -18.589 -21.720 -28.097 -0.01 -0.46 -0.44
H -16.869 -22.070 -27.920 -0.01 -0.24 0.15
H -17.426 -22.595 -25.477 0.36 0.11 0.27
H -20.204 -22.177 -26.400 -0.48 0.29 0.39
H -19.287 -21.058 -25.280 -0.17 0.12 -0.05
H -19.660 -23.391 -22.465 -0.36 0.12 -0.29
H -18.682 -22.045 -23.103 0.46 -0.14 0.33
H -18.317 -23.778 -23.519 0.41 0.16 0.14
H -18.517 -24.581 -26.023 -0.25 -0.21 0.09
H -17.444 -24.233 -27.170 0.10 -0.08 -0.18
```
Forces are in eV/Å.

These are the Mulliken partial charges, in e, on atoms 1 to 5: -1.35 1.92 -0.39 -0.08 -0.79